Run P
Below is a cluster of 12 separate species, C36H102N6O12 in total, with properties calculated with wB97M-V/def2-TZVPD.

## Properties
E_HOMO	-0.3218	Ha
E_LUMO	0.200	eV
orbital gap	0.329	Eh
SMILES string	COC[C@H](C)N.COC[C@H](C)N.COC[C@H](C)N.COC[C@H](C)N.COC[C@H](C)N.COC[C@H](C)N.CC(C)O.CC(C)O.CC(C)O.CO.CO.CO

Atoms and positions in Å:
C (-4.83666, -0.48962, 1.39258)
C (-5.28049, -1.79330, 0.77547)
C (-4.57755, -1.97731, -0.57462)
O (-4.77116, -2.80170, 1.60298)
H (-5.14223, 0.39173, 0.82872)
H (-3.75293, -0.39449, 1.46029)
H (-5.13907, -0.37423, 2.43342)
H (-6.36295, -1.87850, 0.67997)
H (-4.98485, -2.89151, -1.00640)
H (-3.49669, -2.09873, -0.50314)
H (-4.78505, -1.16346, -1.26938)
H (-5.35400, -2.82749, 2.36536)
C (1.07402, 6.59654, 2.42203)
C (-0.39807, 6.29294, 2.46492)
C (-0.71349, 4.96071, 3.21721)
O (-1.10723, 7.30058, 3.15169)
H (1.23321, 7.60120, 2.03034)
H (1.64228, 5.87568, 1.83421)
H (1.49654, 6.61592, 3.42662)
H (-0.81827, 6.18700, 1.46477)
H (-1.73622, 4.80833, 3.56202)
H (-0.13358, 4.95771, 4.14013)
H (-0.48015, 4.11697, 2.56777)
H (-0.94015, 8.11995, 2.68017)
C (-0.97101, 0.52845, 4.94690)
C (-1.84954, 1.76909, 4.91415)
C (-2.64106, 1.86705, 3.67106)
O (-2.74674, 1.68087, 6.01824)
H (-1.59866, -0.36121, 4.89538)
H (-0.27742, 0.54782, 5.78753)
H (-0.28740, 0.56714, 4.09879)
H (-1.27055, 2.67586, 5.08915)
H (-3.19042, 0.93057, 3.57464)
H (-1.89367, 1.94390, 2.88138)
H (-3.23553, 2.77752, 3.59519)
H (-3.30736, 2.46012, 6.00934)
C (5.35145, 1.40277, 3.71608)
C (4.12860, 1.19474, 2.84727)
C (3.89078, -0.06323, 2.07774)
O (4.74868, -0.03559, 0.98877)
C (4.62119, -1.20737, 0.20924)
N (2.97648, 1.25316, 3.80370)
H (5.27953, 2.31233, 4.31243)
H (6.28821, 1.54025, 3.17600)
H (5.42346, 0.55880, 4.40210)
H (4.02894, 2.11061, 2.26474)
H (2.88802, -0.03521, 1.65137)
H (4.02822, -0.93281, 2.72042)
H (3.70668, -1.26898, -0.38066)
H (4.65370, -2.10502, 0.82670)
H (5.37876, -1.20936, -0.57445)
H (2.96219, 0.33717, 4.22898)
H (2.06921, 1.28930, 3.36136)
C (-0.21232, -6.64790, 0.75233)
C (0.59712, -6.30628, 1.97512)
C (1.45187, -5.02792, 1.67558)
O (2.15958, -4.63447, 2.88387)
C (3.09651, -3.61688, 2.60192)
N (-0.22730, -6.02005, 3.17871)
H (0.25227, -6.48277, -0.21977)
H (-1.10245, -6.01924, 0.72866)
H (-0.53414, -7.68927, 0.74259)
H (1.20634, -7.20348, 2.08461)
H (0.83140, -4.27926, 1.18301)
H (2.22027, -5.31378, 0.95729)
H (3.82897, -3.77216, 1.80979)
H (3.74098, -3.42068, 3.45881)
H (2.58250, -2.66768, 2.45056)
H (0.50469, -5.47698, 3.61387)
H (-0.87077, -5.28855, 2.91233)
C (-4.06941, 2.86945, -3.65812)
C (-3.43082, 2.20985, -2.46599)
C (-4.13130, 2.52365, -1.10995)
O (-3.95383, 3.86857, -0.61369)
C (-2.65322, 4.14388, -0.14633)
N (-3.35914, 0.80947, -2.71136)
H (-3.49113, 2.72340, -4.57046)
H (-4.05826, 3.95665, -3.58096)
H (-5.01043, 2.41132, -3.96259)
H (-2.44232, 2.65962, -2.37287)
H (-3.82694, 1.85718, -0.30293)
H (-5.21237, 2.39359, -1.06019)
H (-1.83131, 4.19633, -0.86035)
H (-2.37377, 3.38926, 0.58889)
H (-2.69904, 5.07243, 0.42269)
H (-2.70750, 0.42891, -2.04007)
H (-2.82456, 0.72832, -3.56443)
C (1.60890, 0.91999, -3.57817)
C (0.14997, 0.62511, -4.00121)
C (-0.25079, 1.26713, -5.38230)
O (-1.53630, 0.88574, -5.88801)
C (-2.04290, 1.72839, -6.83132)
N (-0.15612, -0.81778, -4.01852)
H (2.36984, 0.71403, -4.33093)
H (1.82486, 0.28721, -2.71732)
H (1.66728, 1.95104, -3.22943)
H (-0.49596, 1.09372, -3.25873)
H (0.48516, 0.94665, -6.11970)
H (-0.08517, 2.34448, -5.38328)
H (-1.65876, 1.50292, -7.82616)
H (-1.78676, 2.74749, -6.54164)
H (-3.12335, 1.59918, -6.89495)
H (-0.93929, -0.96614, -4.63879)
H (0.56386, -1.33494, -4.50254)
C (1.63233, -3.90049, -1.76479)
C (3.09234, -3.95917, -2.23273)
C (3.55296, -2.68541, -3.01561)
O (4.95279, -2.83866, -3.28844)
C (5.51463, -1.56361, -3.72566)
N (3.89050, -4.24871, -1.05376)
H (1.52483, -3.25788, -0.89096)
H (1.10624, -4.83687, -1.57897)
H (1.03907, -3.37417, -2.51254)
H (3.33836, -4.75248, -2.93859)
H (3.34692, -1.75380, -2.48859)
H (3.02367, -2.55366, -3.95933)
H (6.58702, -1.57055, -3.92067)
H (5.22489, -0.77444, -3.03186)
H (5.03435, -1.40165, -4.69065)
H (4.86339, -4.28900, -1.32202)
H (3.75286, -5.18851, -0.71033)
C (0.12682, -1.08052, 0.48974)
C (-0.78982, -0.02656, -0.05190)
C (-0.16051, 1.33182, -0.31136)
O (0.40555, 2.00225, 0.83529)
C (1.18449, 3.08398, 0.48127)
N (-1.37737, -0.53621, -1.25039)
H (-0.21117, -2.11519, 0.43206)
H (0.34348, -0.93163, 1.54756)
H (1.04284, -1.15128, -0.09677)
H (-1.62594, 0.17254, 0.61845)
H (-0.87453, 2.05315, -0.70882)
H (0.55917, 1.14814, -1.10912)
H (0.73971, 3.95716, 0.00395)
H (2.11979, 2.80418, -0.00353)
H (1.55592, 3.47772, 1.42738)
H (-1.71405, -1.48418, -1.16040)
H (-0.75548, -0.67828, -2.03345)
C (-2.75634, -3.88967, -3.12265)
O (-2.24257, -4.20492, -1.87355)
H (-3.79948, -4.19902, -3.05747)
H (-2.73447, -2.82045, -3.33334)
H (-2.28978, -4.48904, -3.90442)
H (-2.81497, -4.79691, -1.38009)
C (-1.71383, -2.88835, 2.80906)
O (-2.22902, -4.06556, 2.31818)
H (-0.66564, -3.06596, 3.04958)
H (-1.82445, -2.18803, 1.98116)
H (-2.12121, -2.53650, 3.75687)
H (-3.11532, -3.93205, 1.97431)
C (3.21760, 5.78297, -0.84583)
O (2.15989, 5.35459, -1.74901)
H (4.21498, 5.52690, -1.20327)
H (3.32386, 6.86766, -0.82982)
H (3.00164, 5.40821, 0.15468)
H (2.50882, 5.52547, -2.62687)

Run Q
Below is a cluster of 12 separate species, C36H102N6O12 in total, with properties calculated with wB97M-V/def2-TZVPD.

## Properties
E_HOMO	-0.3375	Ha
E_LUMO	0.691	eV
orbital gap	0.363	Eh
SMILES string	COC[C@H](C)N.COC[C@H](C)N.COC[C@H](C)N.COC[C@H](C)N.COC[C@H](C)N.COC[C@H](C)N.CCO.CCO.CCO.CCO.CCO.CCO

Atoms and positions in Å:
C (-21.72205, 33.10881, 1.84152)
C (-22.35810, 32.62218, 3.13074)
O (-23.78108, 32.77706, 3.13769)
H (-20.66053, 33.30913, 1.98689)
H (-22.10904, 34.12805, 1.66013)
H (-21.98385, 32.54432, 0.95105)
H (-21.90825, 33.08726, 4.01164)
H (-22.20372, 31.54580, 3.25882)
H (-24.02957, 33.59192, 2.69089)
C (-22.32232, 28.56884, 2.75529)
C (-23.16682, 27.83006, 1.73565)
O (-22.23296, 27.15622, 0.88310)
H (-22.92627, 28.85665, 3.61491)
H (-21.79612, 29.37263, 2.24650)
H (-21.60244, 27.84628, 3.15467)
H (-23.75537, 28.54437, 1.14822)
H (-23.91061, 27.14347, 2.14852)
H (-22.68842, 26.50736, 0.33910)
C (-18.60953, 29.86718, 3.67488)
C (-18.26411, 28.96287, 2.52525)
O (-17.00672, 29.23619, 1.92613)
H (-19.52980, 29.51542, 4.14897)
H (-18.63084, 30.93959, 3.48780)
H (-17.85720, 29.75532, 4.47219)
H (-19.06259, 29.04419, 1.78324)
H (-18.24645, 27.90697, 2.80816)
H (-16.30734, 29.09316, 2.57010)
C (-24.81999, 26.54107, 5.96170)
C (-24.52526, 25.94132, 4.60716)
O (-23.78841, 24.72608, 4.83639)
H (-23.88113, 26.73354, 6.47388)
H (-25.42517, 25.84919, 6.54874)
H (-25.39334, 27.46590, 5.86290)
H (-23.86059, 26.61630, 4.05765)
H (-25.42204, 25.69165, 4.03156)
H (-23.50416, 24.36218, 3.97747)
C (-27.03674, 29.65337, 4.30532)
C (-25.61581, 29.56321, 3.80985)
O (-25.34692, 30.34949, 2.65448)
H (-27.75462, 29.54131, 3.48359)
H (-27.30156, 30.61861, 4.74148)
H (-27.27352, 28.86586, 5.02416)
H (-25.31444, 28.54028, 3.56731)
H (-24.94775, 29.89814, 4.61644)
H (-24.85417, 31.14377, 2.89224)
C (-20.73660, 26.13099, 6.55449)
C (-20.41203, 25.58418, 5.19299)
O (-18.98141, 25.65415, 5.07415)
H (-20.50896, 27.20170, 6.61749)
H (-20.06971, 25.69138, 7.29624)
H (-21.78371, 26.00421, 6.82071)
H (-20.83000, 26.15596, 4.35735)
H (-20.75708, 24.54704, 5.12075)
H (-18.66583, 25.37642, 4.20186)
C (-24.86466, 25.44867, -5.86135)
C (-23.61901, 26.31472, -5.99548)
C (-22.38038, 25.57913, -5.52754)
O (-22.39561, 25.40956, -4.10600)
C (-21.88495, 26.50612, -3.41267)
N (-23.56382, 26.84162, -7.35458)
H (-24.85249, 24.60779, -6.56004)
H (-25.75760, 26.05906, -5.98200)
H (-24.92339, 25.03410, -4.85152)
H (-23.80606, 27.13643, -5.29518)
H (-21.44930, 26.08793, -5.80558)
H (-22.35182, 24.55580, -5.91337)
H (-22.50533, 27.40613, -3.56324)
H (-20.88152, 26.82958, -3.72273)
H (-21.87703, 26.33195, -2.33903)
H (-23.55467, 26.03637, -7.97787)
H (-22.68583, 27.32556, -7.51886)
C (-25.44593, 22.45507, 3.07752)
C (-24.39138, 22.67697, 2.00946)
C (-24.80449, 23.73913, 1.01838)
O (-23.90691, 23.63406, -0.06700)
C (-24.12198, 24.59623, -1.07100)
N (-23.09148, 23.12025, 2.59560)
H (-25.08066, 21.74937, 3.82929)
H (-26.36490, 22.02239, 2.68349)
H (-25.66783, 23.38235, 3.60730)
H (-24.25120, 21.75970, 1.42758)
H (-24.69896, 24.73306, 1.47483)
H (-25.84091, 23.56567, 0.70221)
H (-23.29750, 24.55806, -1.77937)
H (-24.12767, 25.62408, -0.66810)
H (-25.07934, 24.43834, -1.57748)
H (-22.76958, 22.37406, 3.21681)
H (-22.44286, 22.98900, 1.81646)
C (-20.42079, 24.42295, -0.25633)
C (-19.87099, 24.91596, 1.08415)
C (-18.66094, 24.10714, 1.45340)
O (-18.07044, 24.65963, 2.62348)
C (-16.97139, 23.89099, 3.08872)
N (-19.45653, 26.31910, 0.84490)
H (-19.73902, 24.61312, -1.07907)
H (-21.36376, 24.95074, -0.42103)
H (-20.73386, 23.37165, -0.25451)
H (-20.63333, 24.87395, 1.86965)
H (-17.90969, 24.14041, 0.65537)
H (-18.95932, 23.06785, 1.64736)
H (-16.71419, 24.21660, 4.09257)
H (-16.11078, 24.05308, 2.42816)
H (-17.21455, 22.82456, 3.08097)
H (-18.89286, 26.58724, 1.64594)
H (-20.32263, 26.83661, 0.99910)
C (-22.17936, 30.30600, 6.45424)
C (-20.89897, 30.87120, 7.03025)
C (-19.97691, 29.75284, 7.52396)
O (-20.40663, 29.08313, 8.68043)
C (-20.30998, 29.84711, 9.85959)
N (-20.22981, 31.67606, 5.98932)
H (-21.96013, 29.48728, 5.76430)
H (-22.73076, 31.08251, 5.92555)
H (-22.78445, 29.92045, 7.27600)
H (-21.11324, 31.55626, 7.85124)
H (-18.97223, 30.19430, 7.65782)
H (-19.88399, 28.97915, 6.75672)
H (-19.26361, 30.14825, 10.02157)
H (-20.64204, 29.23839, 10.69465)
H (-20.89782, 30.76884, 9.82793)
H (-20.25644, 31.13894, 5.13016)
H (-19.24369, 31.78577, 6.20912)
C (-27.67621, 31.44792, -4.21887)
C (-27.91965, 30.08492, -3.56708)
C (-27.19850, 30.05355, -2.24404)
O (-27.43616, 28.80326, -1.62817)
C (-27.21534, 28.79141, -0.24551)
N (-29.36989, 30.00199, -3.29801)
H (-28.05949, 31.43538, -5.24453)
H (-26.60429, 31.63468, -4.30485)
H (-28.15013, 32.28324, -3.70665)
H (-27.57350, 29.33892, -4.28794)
H (-27.62419, 30.86381, -1.63729)
H (-26.11755, 30.21224, -2.36789)
H (-27.82409, 29.56194, 0.24657)
H (-26.15413, 28.90609, -0.00257)
H (-27.59617, 27.84515, 0.14191)
H (-29.87486, 30.38706, -4.09136)
H (-29.67750, 29.03558, -3.26224)
C (-22.26072, 34.29808, -2.72057)
C (-22.82349, 32.93751, -3.10119)
C (-22.76927, 31.99259, -1.93008)
O (-23.10228, 30.70426, -2.36477)
C (-23.19653, 29.78509, -1.29471)
N (-24.23114, 33.05157, -3.52096)
H (-22.64219, 34.59209, -1.73988)
H (-22.67224, 35.07122, -3.38018)
H (-21.18139, 34.34688, -2.83031)
H (-22.25159, 32.45719, -3.90638)
H (-23.49263, 32.35581, -1.17657)
H (-21.79556, 32.01718, -1.41320)
H (-22.30992, 29.83880, -0.64990)
H (-23.31847, 28.80063, -1.73883)
H (-24.05101, 30.00052, -0.63708)
H (-24.45239, 32.22985, -4.07270)
H (-24.33898, 33.84051, -4.14922)

Need the numbers? Relative energies in hartree: run P 0.1035; run Q 0.0000.

Run P
Below is a cluster of 2 separate species, CHNO2S in total, with properties calculated with wB97M-V/def2-TZVPD.

## Properties
E_HOMO (spin up / spin down)	-0.3806 / -0.3795	Ha
E_LUMO (spin up / spin down)	-2.531 / -2.546	eV
orbital gap (spin up / spin down)	0.288 / 0.286	Eh
SMILES string	N=C=O.O=S

Atoms and positions in Å:
C (1.42690, -1.11024, 0.03355)
N (0.41794, -0.58802, -0.29744)
O (2.41342, -1.73519, 0.11960)
O (-2.33326, 0.02094, 0.26935)
S (-3.77777, -0.32517, -0.06800)
H (-0.55683, -0.33245, -0.11604)

Run Q
Below is an isolated molecule of CHNO2S, with properties calculated with wB97M-V/def2-TZVPD.

## Properties
E_HOMO	-0.3304	Ha
E_LUMO	-0.133	eV
orbital gap	0.326	Eh

Atoms and positions in Å:
C (-0.84182, 0.05120, -0.28320)
N (-0.62208, -0.78869, -1.07777)
O (-0.84924, -1.72824, -1.76138)
O (0.79484, 0.43385, 1.42341)
S (-0.15695, 1.35987, 0.47661)
H (1.67525, 0.67200, 1.22234)

Need the numbers? Relative energies in hartree: run P 0.0000; run Q 0.0797.